# 1
The molecule C25H33N3O3, computed with the ωB97M-V functional and the def2-TZVPD basis.

Its net charge is 0. The value obtained for the LUMO energy is 0.570 eV. The calculation puts the HOMO-LUMO gap at 9.090 eV.

XYZ file:
```
64
C25H33N3O3 | OMol25 | the ωB97M-V functional and the def2-TZVPD basis
C 6.57212 3.66712 -1.43572
C 5.64690 2.57290 -1.95432
C 5.00980 1.74574 -0.83626
C 3.92385 2.51736 -0.08201
O 2.85033 2.90566 -0.91849
C 1.92244 2.00025 -1.30082
C 0.96420 2.47056 -2.20646
C -0.05455 1.65918 -2.64966
C -0.15225 0.34102 -2.20214
C -1.22606 -0.60585 -2.58517
O -1.15923 -1.79928 -2.30764
N -2.29738 -0.09473 -3.23451
C -3.44814 -0.90870 -3.57174
C -4.38888 -1.02998 -2.35593
O -5.47683 -0.49265 -2.31631
N -3.83974 -1.75198 -1.37019
C -4.38473 -1.84403 -0.02746
C -3.47689 -2.72240 0.82922
C -2.12630 -2.04891 1.06603
N -2.30113 -0.74621 1.68870
C -1.02063 -0.14111 2.01502
C -0.27380 -0.94466 3.04320
C 1.06072 -1.27848 2.86430
C 1.73932 -2.00696 3.82651
C 1.08584 -2.41524 4.97571
C -0.24866 -2.09086 5.15934
C -0.92285 -1.35758 4.20094
C -3.09189 0.12521 0.84008
C -4.48182 -0.46155 0.62642
C 0.81572 -0.12842 -1.31673
C 1.83972 0.67926 -0.86571
H 7.04257 4.18471 -2.26816
H 7.35479 3.24102 -0.81125
H 6.02469 4.40104 -0.85009
H 6.21879 1.90233 -2.59924
H 4.85379 3.01915 -2.55751
H 4.56878 0.84662 -1.27176
H 5.77305 1.43723 -0.11940
H 4.32570 3.45998 0.29625
H 3.55831 1.93568 0.77296
H 1.04777 3.49069 -2.54695
H -0.75669 2.06151 -3.36506
H -2.41286 0.90263 -3.30042
H -3.98472 -0.44556 -4.39996
H -3.09078 -1.89993 -3.86205
H -2.90679 -2.12154 -1.52187
H -5.39078 -2.27759 -0.09807
H -3.96263 -2.88844 1.79116
H -3.32048 -3.68932 0.34830
H -1.57202 -1.96355 0.11516
H -1.52949 -2.66771 1.74084
H -1.22512 0.85370 2.42795
H -0.39343 -0.00576 1.11368
H 1.57124 -0.96715 1.96368
H 2.77900 -2.26022 3.67632
H 1.61377 -2.98633 5.72524
H -0.76279 -2.40996 6.05431
H -1.96394 -1.10449 4.33069
H -2.59951 0.29004 -0.13801
H -3.17941 1.09697 1.33428
H -4.97868 -0.56562 1.59109
H -5.07564 0.19985 -0.00413
H 0.75137 -1.15598 -0.98898
H 2.56293 0.27132 -0.17720
```


# 2
A structure of composition C26H35AsBCdN8O5 in a non-equilibrium geometry, computed with the ωB97M-V functional and the def2-TZVPD basis.

As for the spin multiplicity: 2. Its net charge is 0. The value obtained for the LUMO energy (spin up / spin down) is 0.579 / -2.782 eV. The calculation puts the HOMO-LUMO gap (spin up / spin down) at 9.457 / 6.029 eV. Its expectation value of S² is 0.755.

XYZ file:
```
77
C26H35AsBCdN8O5 | OMol25 | the ωB97M-V functional and the def2-TZVPD basis
Cd 0.48965 0.03089 0.17716
O 3.93085 -1.47051 2.80846
C 2.82795 -1.14831 2.46416
O 2.32485 -0.28001 1.77716
C 1.65335 -2.14741 3.19186
C 0.42945 -1.30221 3.54816
C -0.44285 -2.15851 4.49526
C -1.04005 -3.16911 3.50156
C -0.38575 -2.70121 2.18486
O -0.32475 -1.28951 2.34346
C 1.08355 -3.12511 2.22336
C 1.77025 -2.97081 0.71096
O 2.72175 -3.69241 0.56586
O 1.16455 -2.18861 -0.01954
H 2.19515 -2.57251 4.03186
H 0.64765 -0.29481 3.89106
H -1.21385 -1.54471 4.95816
H 0.14935 -2.62101 5.28226
H -2.12465 -3.07841 3.43636
H -0.79295 -4.20271 3.73416
H -0.91695 -2.96551 1.27546
H 1.26005 -4.16921 2.46986
C 0.81955 3.64269 2.69426
C 0.45745 2.30869 2.52306
N 0.62795 1.94259 1.26406
N 1.10065 3.00319 0.59856
C 1.21685 4.04549 1.43896
B 1.31445 2.99029 -0.94514
N 2.35235 1.91269 -1.32594
C 3.51385 2.06139 -1.98734
C 4.07175 0.81599 -2.16964
C 3.16405 -0.06351 -1.58074
N 2.13455 0.61139 -1.09004
N -0.03905 2.61499 -1.57654
C -0.72955 3.26649 -2.52564
C -1.96615 2.67339 -2.64744
C -1.94055 1.63479 -1.72084
N -0.77395 1.59869 -1.09164
N 1.81545 4.35899 -1.36774
C 2.96335 4.92509 -0.91634
C 3.03595 6.20319 -1.41354
C 1.86785 6.33859 -2.17554
N 1.15325 5.23419 -2.13514
H 0.79925 4.22189 3.59436
H 0.06785 1.63069 3.25716
H 1.56045 5.01089 1.12586
H 3.87765 3.02179 -2.29014
H 4.99475 0.57959 -2.65884
H 3.21545 -1.13421 -1.50204
H -0.30125 4.11949 -3.00854
H -2.76865 2.94379 -3.30174
H -2.73145 0.95569 -1.46834
H 3.63935 4.39159 -0.27844
H 3.80195 6.93459 -1.25334
H 1.53005 7.18659 -2.73924
C -1.73615 -2.22531 -3.75554
C -2.63885 -1.57811 -2.71144
As -1.79775 -1.72251 -0.88884
C -3.25925 -0.99211 0.26486
C -4.65485 -1.02891 -0.34464
C -2.38475 -3.64551 -0.63994
C -1.34575 -4.72481 -0.91924
H -2.13835 -2.09171 -4.75974
H -1.63905 -3.29441 -3.56764
H -0.74395 -1.77311 -3.71984
H -3.61765 -2.06591 -2.70304
H -2.78785 -0.53271 -2.98054
H -2.99285 0.03129 0.55046
H -3.24575 -1.58171 1.18756
H -4.71055 -0.37571 -1.21454
H -5.40715 -0.70181 0.37276
H -4.90765 -2.04061 -0.66104
H -3.24165 -3.81551 -1.29844
H -2.74255 -3.74791 0.39016
H -1.03685 -4.70001 -1.96144
H -1.76505 -5.71111 -0.71674
H -0.45795 -4.60201 -0.30174
```


# 3
A structure of composition C22H36N5NiO2SSi, computed with the ωB97M-V functional and the def2-TZVPD basis.

As for the spin multiplicity: 3. Its net charge is +1. The value obtained for the LUMO energy (spin up / spin down) is -1.869 / -2.281 eV. The calculation puts the HOMO-LUMO gap (spin up / spin down) at 8.359 / 7.903 eV. Its expectation value of S² is 2.005.

XYZ file:
```
68
C22H36N5NiO2SSi | OMol25 | the ωB97M-V functional and the def2-TZVPD basis
Ni 0.63134 -0.57098 0.12784
C 2.22951 0.14616 3.42212
C 1.29382 -1.01496 3.28823
C 1.00796 -1.86941 4.33372
C 0.12669 -2.92612 4.10462
C -0.44995 -3.11324 2.86903
C -0.11724 -2.21867 1.83987
N 0.74198 -1.20519 2.08517
N -0.56359 -2.18216 0.54233
Si -0.86768 -3.65167 -0.36022
C -2.22070 -4.69891 0.42460
C -1.42981 -3.15074 -2.06894
C 0.70881 -4.65587 -0.47020
H 2.36776 0.42556 4.46457
H 1.83942 1.00501 2.87580
H 3.21027 -0.11116 3.01463
H 1.45245 -1.71156 5.30500
H -0.11620 -3.60322 4.91346
H -1.14883 -3.91486 2.69380
H -2.96032 -4.08271 0.94014
H -1.82991 -5.42171 1.14165
H -2.74968 -5.26741 -0.34235
H -2.38747 -2.62645 -2.04163
H -1.56099 -4.04178 -2.68496
H -0.70369 -2.49830 -2.55004
H 1.05099 -4.96575 0.51943
H 1.51055 -4.07740 -0.93416
H 0.56512 -5.55917 -1.06543
N -2.60347 -0.18413 0.30161
C -2.19886 1.07572 0.40412
S -0.54498 1.48769 0.53008
N -3.14254 2.03013 0.36970
C -2.94977 3.44306 0.46164
C -2.33598 4.00909 1.56923
C -2.19984 5.38640 1.63521
C -2.69203 6.19241 0.61903
C -3.32682 5.61923 -0.47263
C -3.45263 4.24104 -0.55603
H -1.92204 -0.96580 0.37210
H -3.58762 -0.40262 0.31799
H -4.08698 1.72973 0.18026
H -1.97877 3.37960 2.37063
H -1.72169 5.83291 2.49653
H -2.59041 7.26679 0.68327
H -3.72429 6.24266 -1.26164
H -3.93561 3.78300 -1.41026
C 1.07963 -0.82333 -4.55217
N 0.83254 0.46949 -3.92819
C 0.79673 1.65806 -4.76289
C 0.53159 0.52020 -2.64073
O 0.46652 -0.48929 -1.92473
H 1.48320 -0.65519 -5.54689
H 0.15640 -1.39830 -4.62791
H 1.79335 -1.39086 -3.95772
H -0.03136 1.60780 -5.47105
H 1.73128 1.75061 -5.31538
H 0.67217 2.53768 -4.13471
H 0.32988 1.51752 -2.23209
C 4.90042 0.34205 0.27723
C 3.48999 0.83509 0.24370
C 3.22587 2.25738 0.62413
O 2.58423 0.09061 -0.10381
H 5.54009 0.98842 -0.32539
H 4.95656 -0.68373 -0.07331
H 5.27284 0.40904 1.30167
H 3.63806 2.46010 1.61366
H 2.16140 2.47690 0.60823
H 3.75234 2.91552 -0.07056
```


E, respectively: -1362.48149; -4254.41676; -3480.12542 Ha.
Energy relative to the best compared isomer or geometry (same formula, charge and spin), respectively: 1.543; 1.540; 0.000 eV.